The following is a quantum chemistry calculation of 3 unconnected molecules or ions with the total composition C4H13N2O at a distorted geometry, from the Open Molecules 2025 dataset.

```
20
Properties=species:S:1:pos:R:3:forces:R:3
C -0.9295 -1.3200 1.3952 0.4 1.7 1.0
C -1.5369 -0.7464 0.1681 -0.9 -3.8 0.1
C -1.1499 -1.2040 -1.1113 -0.4 1.1 -0.4
C -0.0777 -1.9939 -1.3800 -0.1 -0.2 0.9
N 2.6797 3.3511 -1.5978 0.1 -0.2 -0.9
N -0.7962 -0.4006 2.5588 0.0 -0.4 -1.7
H 0.0893 -1.6349 1.2043 -0.1 -0.8 -0.1
H -1.6529 -2.1136 1.6662 0.4 -0.1 -0.3
H -2.5855 -0.4505 0.2260 0.4 1.1 0.2
H -0.0053 0.6256 0.0568 0.7 0.6 -0.5
H 0.4687 -2.4227 -0.5611 0.6 0.1 0.1
H 0.2033 -2.3251 -2.3609 -0.2 0.0 -0.4
H 3.5229 3.4929 -1.0643 -0.2 -0.1 0.4
H 2.6060 4.1305 -2.2410 -0.1 -0.1 0.0
H 1.8434 3.3200 -1.0436 0.1 0.3 0.6
H -0.7628 0.5319 2.1770 -0.1 0.5 0.9
H -1.4321 -0.5517 3.3205 -0.4 0.2 0.0
H -1.8040 -0.9331 -1.9221 0.0 0.3 -0.3
H 1.1648 1.1847 -0.8427 -0.2 0.0 -0.1
O 0.8980 0.9700 0.0597 -0.1 -0.2 0.5
```
Positions in Å, forces in eV/Å.

Computed properties:
- orbital gap (eV) = 4.75
- E_LUMO (eV) = -7.8
- charge = +1
- E_HOMO (eV) = -12.52
- max |F| (eV Å⁻¹) = 3.88
- energy (hartree) = -344.5707

Mulliken population analysis, charges in e, atoms 1 to 4:
1 C -0.1183
2 C -0.1978
3 C -0.0929
4 C -0.4850